(1)
{"formula": "C27H54GaO13", "method": "wB97M-V/def2-TZVPD", "elements": ["C", "C", "O", "C", "O", "C", "C", "C", "Ga", "C", "C", "C", "O", "C", "C", "O", "C", "C", "C", "C", "H", "H", "H", "H", "H", "H", "H", "H", "H", "H", "H", "H", "H", "H", "H", "H", "H", "H", "H", "H", "H", "H", "H", "H", "H", "H", "H", "H", "H", "H", "C", "C", "O", "C", "O", "O", "C", "H", "H", "H", "H", "H", "H", "H", "H", "C", "C", "O", "C", "O", "O", "C", "H", "H", "H", "H", "H", "H", "H", "H", "C", "C", "O", "C", "O", "O", "C", "H", "H", "H", "H", "H", "H", "H", "H"], "coordinates": [[0.724, 3.647, 0.576], [-0.649, 3.083, 0.911], [-1.441, 2.805, -0.261], [-1.404, 1.492, -0.677], [-2.146, 0.688, -0.198], [-0.408, 1.229, -1.775], [0.322, -0.111, -1.627], [1.454, -0.060, -0.597], [2.239, -1.844, 0.015], [0.986, -2.758, 1.348], [-0.506, -2.428, 1.219], [-1.268, -2.267, 2.524], [-1.369, -3.499, 3.263], [-0.432, -3.972, 4.100], [0.425, -2.993, 4.875], [-0.307, -5.158, 4.229], [3.939, -1.446, 1.084], [3.679, -0.473, 2.247], [4.488, -0.793, 3.511], [3.922, 0.980, 1.828], [1.485, 2.868, 0.513], [0.676, 4.148, -0.394], [1.035, 4.375, 1.328], [-0.571, 2.162, 1.497], [-1.242, 3.788, 1.495], [0.321, 2.043, -1.764], [-0.952, 1.311, -2.725], [-0.413, -0.885, -1.380], [0.734, -0.389, -2.602], [1.117, 0.516, 0.284], [2.287, 0.515, -1.026], [2.566, -2.801, -1.252], [1.147, -3.838, 1.260], [1.342, -2.485, 2.346], [-0.670, -1.482, 0.689], [-1.017, -3.198, 0.629], [-2.306, -1.982, 2.344], [-0.820, -1.485, 3.146], [1.405, -3.443, 5.022], [0.544, -2.018, 4.415], [-0.051, -2.867, 5.852], [4.317, -2.400, 1.469], [4.712, -1.039, 0.419], [2.614, -0.531, 2.526], [4.578, -1.872, 3.656], [5.504, -0.384, 3.434], [4.034, -0.364, 4.412], [3.131, 1.353, 1.173], [3.980, 1.647, 2.697], [4.868, 1.065, 1.282], [-3.392, -2.173, -1.210], [-4.746, -1.523, -1.319], [-5.625, -2.264, -2.205], [-6.233, -3.312, -1.666], [-6.210, -3.650, -0.511], [-6.916, -3.941, -2.635], [-7.622, -5.102, -2.193], [-2.967, -2.329, -2.201], [-2.723, -1.525, -0.649], [-3.451, -3.141, -0.709], [-4.676, -0.543, -1.789], [-5.229, -1.412, -0.350], [-8.275, -4.861, -1.356], [-6.924, -5.879, -1.886], [-8.203, -5.431, -3.050], [-2.956, -3.145, -4.828], [-3.170, -1.773, -5.418], [-2.058, -1.358, -6.241], [-2.036, -1.858, -7.469], [-2.867, -2.571, -7.974], [-0.934, -1.413, -8.082], [-0.772, -1.879, -9.422], [-2.016, -3.183, -4.276], [-3.773, -3.369, -4.142], [-2.934, -3.911, -5.603], [-3.218, -1.013, -4.640], [-4.083, -1.729, -6.011], [-1.656, -1.657, -10.017], [-0.596, -2.954, -9.432], [0.094, -1.351, -9.808], [5.021, 6.596, 6.128], [5.409, 6.020, 4.785], [4.254, 5.752, 3.970], [3.738, 6.804, 3.339], [4.162, 7.933, 3.368], [2.678, 6.392, 2.646], [2.018, 7.410, 1.891], [4.316, 5.935, 6.634], [5.909, 6.696, 6.754], [4.567, 7.579, 6.012], [5.886, 5.048, 4.891], [6.077, 6.688, 4.242], [2.720, 7.931, 1.243], [1.535, 8.128, 2.553], [1.274, 6.886, 1.298]], "e_tot_ev": -107869.8342, "e_homo_ha": -0.1762, "max_force_ev_per_a": 1.1, "charge": -1, "e_lumo_ev": 2.21}

***

(2)
{"formula": "C27H54NO13", "method": "wB97M-V/def2-TZVPD", "elements": ["C", "C", "C", "C", "C", "C", "C", "C", "O", "C", "C", "C", "N", "H", "H", "H", "H", "H", "H", "H", "H", "H", "H", "H", "H", "H", "H", "H", "H", "H", "H", "H", "H", "H", "H", "C", "C", "O", "C", "O", "O", "C", "H", "H", "H", "H", "H", "H", "H", "H", "C", "C", "O", "C", "O", "O", "C", "H", "H", "H", "H", "H", "H", "H", "H", "C", "C", "O", "C", "O", "O", "C", "H", "H", "H", "H", "H", "H", "H", "H", "C", "C", "O", "C", "O", "O", "C", "H", "H", "H", "H", "H", "H", "H", "H"], "coordinates": [[-4.142, -3.383, 2.696], [-5.509, -3.194, 2.875], [-6.212, -1.970, 2.207], [-5.587, -0.686, 2.808], [-6.128, 0.718, 2.378], [-5.350, 1.746, 3.266], [-4.079, 2.425, 2.665], [-2.917, 1.403, 2.391], [-1.649, 2.033, 2.373], [-0.659, 1.278, 3.053], [-0.423, -0.166, 2.486], [-5.159, 0.879, 4.584], [-5.538, -0.554, 4.297], [-3.386, -3.372, 3.497], [-3.789, -3.518, 1.652], [-6.135, -3.882, 3.471], [-5.950, -2.002, 1.125], [-7.317, -2.022, 2.297], [-4.520, -0.766, 2.514], [-7.184, 0.687, 2.757], [-6.217, 0.927, 1.297], [-6.011, 2.563, 3.609], [-3.733, 3.289, 3.272], [-4.414, 2.870, 1.701], [-2.940, 0.582, 3.141], [-3.095, 1.014, 1.360], [-0.818, 1.227, 4.156], [0.290, 1.838, 2.925], [-1.174, -0.499, 1.747], [-0.371, -0.922, 3.299], [0.561, -0.186, 1.975], [-4.092, 1.027, 4.844], [-5.694, 1.387, 5.406], [-6.503, -0.593, 4.632], [-4.827, -1.074, 4.808], [4.843, 0.484, -1.429], [4.079, 1.216, -2.513], [2.705, 1.403, -2.139], [2.479, 2.389, -1.273], [3.301, 3.123, -0.800], [1.169, 2.407, -1.000], [0.800, 3.366, -0.010], [4.341, -0.450, -1.170], [5.859, 0.262, -1.755], [4.900, 1.080, -0.516], [4.074, 0.614, -3.422], [4.546, 2.170, -2.759], [1.165, 4.360, -0.264], [1.180, 3.058, 0.964], [-0.287, 3.395, 0.035], [5.778, -4.857, -6.084], [5.002, -4.118, -7.157], [3.629, -3.945, -6.782], [3.396, -2.972, -5.905], [4.215, -2.237, -5.423], [2.088, -2.962, -5.636], [1.718, -2.016, -4.636], [5.285, -5.799, -5.837], [6.794, -5.064, -6.419], [5.832, -4.272, -5.165], [4.997, -4.706, -8.074], [5.458, -3.155, -7.392], [2.082, -1.019, -4.881], [2.097, -2.333, -3.664], [0.631, -1.987, -4.594], [8.456, -4.222, 2.843], [8.720, -2.730, 2.876], [7.727, -2.009, 2.134], [6.561, -1.844, 2.753], [6.280, -2.228, 3.856], [5.741, -1.192, 1.923], [4.420, -1.027, 2.430], [8.362, -4.571, 1.813], [9.267, -4.766, 3.330], [7.524, -4.469, 3.352], [9.675, -2.517, 2.395], [8.781, -2.355, 3.898], [4.430, -0.570, 3.419], [3.908, -1.990, 2.459], [3.889, -0.368, 1.745], [-2.481, 2.821, -2.398], [-2.695, 4.320, -2.358], [-3.809, 4.708, -3.170], [-5.007, 4.491, -2.630], [-5.222, 4.020, -1.542], [-5.930, 4.871, -3.513], [-7.271, 4.613, -3.099], [-2.392, 2.472, -3.428], [-1.579, 2.545, -1.851], [-3.326, 2.291, -1.954], [-1.822, 4.825, -2.771], [-2.824, 4.681, -1.336], [-7.470, 5.036, -2.115], [-7.462, 3.539, -3.100], [-7.932, 5.086, -3.822]], "e_tot_ev": -56973.1472, "e_homo_ha": -0.4387, "relative_energy_ev": 0.928, "max_force_ev_per_a": 3.4, "charge": 1, "e_lumo_ev": -3.33}

***

(3)
{"formula": "C27H55BBrN3O9P", "method": "wB97M-V/def2-TZVPD", "elements": ["C", "C", "O", "C", "C", "C", "C", "O", "O", "C", "N", "P", "O", "Br", "C", "B", "O", "O", "C", "O", "H", "H", "H", "H", "H", "H", "H", "H", "H", "H", "H", "H", "H", "H", "H", "H", "H", "H", "H", "C", "C", "C", "C", "C", "C", "N", "O", "C", "C", "C", "H", "H", "H", "H", "H", "H", "H", "H", "H", "H", "H", "H", "H", "H", "H", "H", "H", "H", "C", "C", "C", "C", "C", "C", "N", "O", "C", "C", "C", "H", "H", "H", "H", "H", "H", "H", "H", "H", "H", "H", "H", "H", "H", "H", "H", "H", "H"], "coordinates": [[-0.039, 7.274, -4.450], [-1.016, 6.144, -3.881], [-0.358, 5.100, -3.130], [0.439, 4.247, -4.008], [-0.091, 2.726, -3.877], [-0.362, 2.511, -2.290], [0.949, 2.782, -1.445], [0.999, 3.753, -0.684], [2.059, 1.900, -1.544], [-1.519, 2.578, -4.585], [-1.492, 1.727, -5.847], [-1.673, 0.021, -5.313], [-1.621, -1.038, -6.637], [-3.831, -0.156, -4.552], [-0.201, 2.056, -6.544], [-0.139, 1.590, -8.114], [1.152, 1.164, -8.594], [-1.279, 1.606, -8.995], [1.044, 1.578, -5.668], [0.889, 1.739, -4.239], [0.954, 6.824, -4.772], [-0.539, 7.693, -5.396], [0.137, 8.138, -3.723], [-1.672, 5.765, -4.737], [-1.732, 6.657, -3.146], [0.400, 4.646, -5.071], [1.510, 4.334, -3.605], [-0.584, 1.385, -2.191], [-1.281, 3.062, -1.930], [2.850, 2.363, -1.187], [-1.812, 3.629, -4.947], [-2.325, 2.271, -3.850], [-2.271, 2.041, -6.457], [-2.252, -1.773, -6.472], [-0.144, 3.207, -6.579], [1.523, 1.870, -9.171], [-1.697, 2.493, -9.001], [2.035, 2.033, -6.028], [1.165, 0.449, -5.855], [3.961, -3.344, 2.656], [2.724, -3.413, 1.718], [3.111, -3.786, 0.265], [3.653, -2.645, -0.584], [2.737, -1.430, -0.499], [2.491, -0.996, 0.958], [1.985, -2.118, 1.812], [0.703, -2.351, 1.458], [3.817, -0.413, 1.507], [1.530, 0.215, 0.977], [1.934, -4.635, 2.265], [4.240, -2.336, 2.954], [3.768, -3.846, 3.609], [4.839, -3.813, 2.206], [2.225, -4.176, -0.251], [3.836, -4.606, 0.269], [4.672, -2.394, -0.276], [3.724, -2.971, -1.627], [3.180, -0.607, -1.068], [1.786, -1.661, -0.993], [3.713, -0.120, 2.556], [4.100, 0.486, 0.950], [4.666, -1.088, 1.414], [0.573, 0.005, 0.495], [1.963, 1.066, 0.446], [1.332, 0.539, 2.004], [1.550, -4.445, 3.271], [2.591, -5.509, 2.321], [1.095, -4.915, 1.624], [-2.529, -3.662, 4.294], [-2.361, -2.126, 4.124], [-0.924, -1.654, 4.459], [-0.614, -1.492, 5.940], [-1.695, -0.666, 6.628], [-3.100, -1.249, 6.396], [-3.407, -1.441, 4.941], [-3.611, -0.219, 4.403], [-3.195, -2.581, 7.180], [-4.149, -0.348, 7.089], [-2.521, -1.925, 2.589], [-3.123, -3.953, 5.158], [-3.075, -4.100, 3.453], [-1.565, -4.170, 4.366], [-0.750, -0.679, 3.987], [-0.191, -2.332, 4.012], [-0.504, -2.472, 6.413], [0.352, -0.990, 6.057], [-1.479, -0.616, 7.701], [-1.645, 0.367, 6.263], [-4.164, -3.063, 7.021], [-3.099, -2.401, 8.255], [-2.407, -3.292, 6.936], [-4.121, 0.684, 6.735], [-3.977, -0.312, 8.167], [-5.160, -0.737, 6.932], [-3.535, -2.164, 2.258], [-1.833, -2.583, 2.049], [-2.288, -0.906, 2.272]], "e_tot_ev": -131786.2691, "e_homo_ha": [-0.3607, -0.3852], "max_force_ev_per_a": 4.1, "charge": 1, "e_lumo_ev": [-3.78, -3.78], "multiplicity": 3}